Entry 1:
A 2-piece molecular cluster, C27H58N4O6PS overall. Source: the OMol25 dataset; level of theory: ωB97M-V with the def2-TZVPD basis set.

## Properties
highest occupied orbital energy	-10.907	eV
gap between HOMO and LUMO	8.4200	eV
net charge	+1
DFT total energy	-67299.5847	eV
molecular weight	597.82	g mol⁻¹

Atoms and positions in Å:
C: -2.002 0.882 -4.111
O: -0.646 1.253 -3.804
C: 0.222 0.159 -4.112
C: 1.738 0.572 -4.147
C: 2.280 1.033 -2.739
C: 3.648 0.315 -2.345
C: 4.400 1.078 -1.181
C: 3.466 1.293 0.098
C: 4.182 0.812 1.410
C: 3.226 0.878 2.695
C: 3.345 -0.397 3.591
C: 2.140 -1.384 3.700
C: 0.884 -1.171 2.792
C: 0.025 0.145 3.145
C: 0.376 0.791 4.531
C: -0.694 1.957 4.775
O: -0.088 3.166 5.228
C: -0.162 4.188 4.237
C: -0.114 -2.367 3.213
N: -0.766 -3.054 2.080
C: -1.819 -3.918 2.663
C: -1.399 -5.426 2.386
C: -2.126 -6.653 3.031
N: -0.386 -5.647 1.622
C: -1.286 -2.084 1.099
P: -2.312 -2.827 -0.295
O: -2.054 -1.933 -1.731
O: -1.839 -4.409 -0.682
S: -4.231 -2.699 0.058
C: -0.058 -1.345 0.445
O: -0.535 -0.051 0.039
N: 1.141 -1.135 1.317
C: 2.251 -2.024 0.831
N: 2.082 -3.442 1.164
H: -2.078 -0.193 -4.432
H: -2.418 1.512 -4.948
H: -2.677 1.032 -3.228
H: -0.039 -0.228 -5.133
H: 0.017 -0.671 -3.368
H: 2.318 -0.354 -4.427
H: 1.949 1.400 -4.872
H: 1.540 0.678 -1.956
H: 2.355 2.141 -2.608
H: 4.325 0.278 -3.243
H: 3.406 -0.726 -1.976
H: 4.689 2.090 -1.588
H: 5.368 0.571 -0.929
H: 3.310 2.396 0.180
H: 2.485 0.791 -0.111
H: 4.665 -0.202 1.295
H: 5.050 1.513 1.574
H: 2.207 1.193 2.362
H: 3.629 1.749 3.286
H: 4.251 -0.976 3.245
H: 3.628 -0.067 4.632
H: 2.518 -2.429 3.496
H: 1.806 -1.442 4.773
H: -1.080 -0.068 3.129
H: 0.166 0.952 2.365
H: 0.175 0.045 5.352
H: 1.390 1.248 4.606
H: -1.247 2.195 3.819
H: -1.485 1.578 5.483
H: 0.456 3.922 3.332
H: 0.259 5.154 4.628
H: -1.209 4.416 3.900
H: 0.479 -3.154 3.762
H: -0.838 -1.966 3.987
H: -1.847 -3.845 3.790
H: -2.858 -3.693 2.313
H: -2.839 -7.173 2.340
H: -2.603 -6.429 4.025
H: -1.323 -7.411 3.260
H: -0.234 -6.658 1.538
H: -1.954 -1.316 1.595
H: -1.535 -2.464 -2.356
H: -1.770 -4.461 -1.650
H: 0.175 -1.877 -0.519
H: -0.080 0.221 -0.775
H: 1.460 -0.171 1.107
H: 2.354 -1.954 -0.290
H: 3.258 -1.708 1.222
H: 2.165 -4.034 0.335
H: 2.865 -3.706 1.759
C: -4.168 6.059 -5.514
C: -5.154 5.411 -6.466
C: -4.591 4.007 -6.593
O: -3.944 3.707 -5.348
C: -3.832 4.912 -4.580
H: -4.567 6.929 -4.993
H: -3.273 6.370 -6.062
H: -6.146 5.375 -6.005
H: -5.243 5.922 -7.424
H: -3.838 3.952 -7.386
H: -5.363 3.262 -6.794
H: -4.547 4.851 -3.752
H: -2.825 4.989 -4.164


Entry 2:
C27H58O4P2PbSi as an isolated structure. Source: the OMol25 dataset; level of theory: ωB97M-V with the def2-TZVPD basis set.

## Properties
highest occupied orbital energy (spin up / spin down)	-13.648 / -13.614	eV
gap between HOMO and LUMO (spin up / spin down)	6.6730 / 4.2679	eV
net charge	+2
DFT total energy	-68816.4801	eV
molecular weight	743.99	g mol⁻¹
energy above the lowest of the compared OMol25 structures with the same formula, charge and spin	53.8	kcal/mol

Atoms and positions in Å:
P: 0.393 -2.178 -4.332
P: 0.710 1.262 -3.314
C: 0.490 -0.766 -5.527
C: 1.319 0.395 -4.973
H: -0.532 -0.531 -5.873
H: 1.029 -1.168 -6.413
H: 2.334 0.017 -4.782
H: 1.401 1.151 -5.771
C: 0.032 2.672 -4.401
H: -0.359 3.470 -3.756
H: -0.826 2.355 -5.029
H: 0.803 3.117 -5.072
C: 2.216 2.164 -2.699
H: 2.693 2.894 -3.344
H: 2.983 1.434 -2.365
H: 1.849 2.690 -1.799
C: -0.028 -3.387 -5.665
H: 0.040 -4.436 -5.325
H: 0.657 -3.252 -6.519
H: -1.056 -3.225 -6.038
C: 2.101 -2.589 -3.937
H: 2.671 -1.700 -3.634
H: 2.585 -3.018 -4.828
H: 2.179 -3.328 -3.131
Pb: 1.799 0.394 -0.244
C: -2.057 0.552 -3.669
C: -2.605 0.104 -4.843
C: -3.884 -0.657 -4.695
C: -3.732 -1.851 -3.620
C: -2.478 -2.594 -3.793
C: -1.192 -2.431 -3.179
C: -1.080 -1.366 -2.059
C: -2.041 -0.095 -2.287
C: 1.541 -1.701 0.367
H: -2.136 1.648 -3.568
H: -2.438 0.439 -5.868
H: -4.295 -1.083 -5.661
H: -4.609 0.104 -4.227
H: -3.997 -1.523 -2.597
H: -4.586 -2.502 -3.853
H: -2.555 -3.427 -4.511
H: -0.889 -3.414 -2.790
H: -0.002 -1.098 -1.975
H: -1.286 -1.855 -1.082
H: -3.065 -0.437 -1.931
H: -1.785 0.665 -1.501
H: 2.339 -2.109 0.984
H: 1.432 -2.212 -0.584
H: 0.593 -1.702 0.915
C: -0.360 -2.306 4.028
C: -1.244 -1.069 4.050
C: -2.425 -1.142 3.081
C: -1.749 -0.951 5.480
O: -0.459 0.088 3.797
Si: 0.574 0.794 2.770
O: 0.193 0.852 1.204
O: 0.667 2.280 3.544
C: -0.389 3.296 3.817
C: -0.920 3.815 2.492
C: -1.561 2.720 4.581
C: 0.270 4.391 4.641
O: 1.977 -0.104 2.905
C: 3.054 0.090 3.882
C: 3.809 1.356 3.482
C: 2.432 0.238 5.274
C: 3.916 -1.171 3.790
H: -0.976 -3.196 4.215
H: 0.382 -2.228 4.833
H: 0.191 -2.425 3.086
H: -2.948 -2.099 3.246
H: -3.132 -0.317 3.256
H: -2.106 -1.056 2.033
H: -0.897 -0.941 6.175
H: -2.349 -0.052 5.648
H: -2.364 -1.823 5.731
H: -1.267 2.964 1.900
H: -1.753 4.528 2.613
H: -0.125 4.320 1.937
H: -1.268 2.241 5.516
H: -2.269 3.523 4.841
H: -2.099 1.986 3.979
H: 0.634 4.015 5.601
H: 1.103 4.857 4.107
H: -0.406 5.214 4.904
H: 3.146 2.231 3.565
H: 4.678 1.550 4.125
H: 4.155 1.240 2.449
H: 1.803 -0.628 5.516
H: 3.213 0.309 6.047
H: 1.834 1.162 5.375
H: 3.319 -2.055 4.053
H: 4.265 -1.320 2.761
H: 4.772 -1.070 4.469


Entry 3:
A 3-piece molecular cluster, C27H59BF5N3O7PS overall. Source: the OMol25 dataset; level of theory: ωB97M-V with the def2-TZVPD basis set.

## Properties
highest occupied orbital energy	-5.289	eV
gap between HOMO and LUMO	7.5576	eV
net charge	-1
DFT total energy	-82147.8904	eV
molecular weight	706.63	g mol⁻¹

Atoms and positions in Å:
C: -2.615 -5.782 2.725
C: -2.439 -4.253 2.781
C: -3.414 -3.466 1.888
C: -3.864 -2.134 2.489
C: -2.706 -1.176 2.800
C: -3.012 -0.142 3.894
C: -2.497 1.260 3.567
B: -0.901 1.515 3.270
C: -0.446 2.954 3.965
C: -0.053 3.005 5.451
O: -0.099 1.752 6.137
C: -1.255 1.532 6.908
C: -1.175 0.127 7.473
O: -0.669 1.680 1.753
C: 0.315 0.843 1.297
N: 1.263 1.614 0.491
C: 0.950 0.220 2.591
P: 2.439 1.178 3.205
S: 4.292 0.642 2.850
C: 1.262 -1.289 2.478
F: 1.870 -1.722 3.596
F: 0.093 -1.962 2.396
C: 2.117 -1.797 1.256
F: 3.129 -2.566 1.621
F: 1.331 -2.505 0.425
F: 2.609 -0.786 0.525
O: -0.029 0.326 3.564
H: -2.732 -6.215 3.720
H: -1.754 -6.277 2.270
H: -3.496 -6.065 2.143
H: -1.414 -3.999 2.504
H: -2.554 -3.908 3.813
H: -2.951 -3.274 0.912
H: -4.295 -4.087 1.685
H: -4.552 -1.648 1.786
H: -4.448 -2.325 3.398
H: -1.826 -1.751 3.078
H: -2.436 -0.633 1.886
H: -4.100 -0.111 4.049
H: -2.582 -0.479 4.845
H: -2.808 1.932 4.377
H: -3.036 1.611 2.674
H: 0.364 3.410 3.386
H: -1.313 3.605 3.792
H: 0.983 3.341 5.561
H: -0.667 3.730 6.005
H: -1.306 2.275 7.720
H: -2.156 1.648 6.294
H: -0.807 -0.547 6.698
H: -2.154 -0.222 7.809
H: -0.479 0.084 8.313
H: -0.112 0.004 0.711
H: 1.588 1.094 -0.314
H: 0.738 2.414 0.151
H: 2.081 1.212 4.556
H: 2.139 2.464 2.761
C: -2.733 -1.070 -0.935
O: -1.720 -0.518 -1.750
C: -0.490 -1.232 -1.708
C: -0.118 -1.755 -3.073
N: -1.036 -2.795 -3.520
C: -0.833 -3.213 -4.900
C: -0.973 -2.162 -5.997
O: -2.286 -1.654 -6.150
C: -2.602 -0.539 -5.337
H: -3.579 -0.385 -0.968
H: -3.059 -2.058 -1.285
H: -2.402 -1.166 0.105
H: -0.546 -2.040 -0.976
H: 0.286 -0.533 -1.378
H: 0.892 -2.177 -3.025
H: -0.077 -0.897 -3.754
H: -1.985 -2.462 -3.403
H: -1.537 -4.021 -5.116
H: 0.175 -3.636 -4.981
H: -0.720 -2.638 -6.948
H: -0.270 -1.332 -5.846
H: -1.726 0.096 -5.174
H: -2.996 -0.828 -4.359
H: -3.366 0.039 -5.858
C: 3.598 5.136 -5.791
O: 4.529 4.118 -5.500
C: 5.038 4.143 -4.170
C: 4.590 2.928 -3.390
N: 3.156 2.956 -3.165
C: 2.612 1.768 -2.520
C: 2.719 0.444 -3.264
O: 1.941 0.385 -4.450
C: 2.567 0.861 -5.622
H: 3.371 5.068 -6.854
H: 2.668 5.030 -5.222
H: 4.013 6.128 -5.582
H: 4.709 5.055 -3.663
H: 6.130 4.153 -4.228
H: 5.097 2.932 -2.420
H: 4.933 2.035 -3.933
H: 2.682 3.106 -4.047
H: 1.553 1.951 -2.319
H: 3.106 1.650 -1.549
H: 2.328 -0.335 -2.603
H: 3.758 0.178 -3.494
H: 3.645 0.671 -5.605
H: 2.412 1.934 -5.777
H: 2.130 0.329 -6.467


Question: molecular weight of number 2 (C27H58O4P2PbSi)?
Answer: 743.99 g mol⁻¹